P:
{"formula": "C20H18N2O3", "method": "ωB97M-V/def2-TZVPD", "symbols": ["O", "O", "N", "O", "C", "C", "C", "C", "C", "C", "C", "C", "C", "C", "C", "C", "C", "C", "C", "C", "C", "N", "C", "C", "C", "H", "H", "H", "H", "H", "H", "H", "H", "H", "H", "H", "H", "H", "H", "H", "H", "H", "H"], "coordinates": [[-2.42, -6.64, -1.68], [-0.84, 5.20, 2.65], [-1.32, -1.19, -0.24], [1.43, 5.11, 2.81], [-2.04, -5.47, -1.72], [0.21, 4.62, 2.47], [1.74, -5.13, -2.41], [2.03, -3.82, -2.00], [-2.92, -4.48, -1.05], [0.41, -5.75, -2.20], [1.03, -2.95, -1.38], [-2.64, -3.14, -0.75], [-0.78, -5.08, -2.35], [-0.28, -2.92, -1.76], [-1.40, -2.36, -0.91], [1.12, 2.84, 0.98], [-1.09, 2.55, 1.83], [1.03, 1.61, 0.32], [-1.20, 1.35, 1.15], [0.10, 3.28, 1.80], [-0.14, 0.83, 0.41], [-0.27, -0.34, -0.37], [-0.72, -3.71, -2.95], [1.43, 7.52, 2.24], [1.56, 6.45, 3.32], [2.57, -5.78, -2.68], [3.08, -3.48, -2.03], [-3.94, -4.81, -0.88], [0.32, -6.69, -1.71], [1.37, -2.44, -0.49], [-3.44, -2.58, -0.25], [1.97, 3.46, 0.87], [-1.97, 2.93, 2.40], [1.88, 1.20, -0.27], [-2.16, 0.82, 1.13], [0.43, -0.48, -1.12], [0.04, -3.61, -3.74], [-1.70, -3.44, -3.33], [1.99, 7.21, 1.36], [0.38, 7.70, 1.96], [1.82, 8.50, 2.63], [0.83, 6.64, 4.10], [2.51, 6.45, 3.85]], "mulliken_charge": [-0.594, -0.577, -0.737, -0.379, 0.149, 0.367, -0.609, -0.795, -0.590, -0.566, -0.376, -0.392, 0.779, 0.831, 0.326, -0.901, -0.665, -0.499, -0.074, 0.301, 0.673, 0.157, -1.437, -1.043, -0.258, 0.420, 0.382, 0.379, 0.472, 0.552, 0.387, 0.446, 0.360, 0.296, 0.383, 0.367, 0.457, 0.429, 0.291, 0.273, 0.354, 0.306, 0.357], "homo_ev": -7.9, "smiles": "CCOC(=O)c1ccc(N/N=C2/C=CC(=O)C3=CC=CC=C2C3)cc1", "gap_ev": 7.11, "total_charge": 0}


Q:
{"formula": "C20H18N2O3", "method": "ωB97M-V/def2-TZVPD", "symbols": ["O", "O", "O", "C", "C", "C", "C", "C", "C", "C", "C", "C", "C", "C", "C", "C", "C", "C", "C", "C", "N", "N", "C", "C", "C", "H", "H", "H", "H", "H", "H", "H", "H", "H", "H", "H", "H", "H", "H", "H", "H", "H", "H"], "coordinates": [[0.24, -2.34, 2.49], [-2.92, 0.67, 2.40], [-0.51, -0.09, -1.35], [-0.29, -1.48, 1.81], [-1.89, 0.27, 1.88], [-0.61, -0.16, -0.11], [-3.68, 0.64, -2.02], [-3.37, 0.68, -0.68], [4.89, 0.13, 0.19], [2.09, 3.45, 2.05], [4.16, 0.21, -1.04], [4.38, -0.63, 1.23], [2.19, 2.73, 0.88], [0.90, 3.46, 2.73], [2.97, -0.52, -1.19], [3.20, -1.36, 1.06], [1.12, 2.01, 0.40], [-0.19, 2.69, 2.31], [2.44, -1.28, -0.12], [-0.09, 1.90, 1.13], [-1.32, -0.85, 2.40], [0.05, -1.22, 0.51], [1.08, -2.00, -0.22], [-2.33, 1.66, -0.17], [-1.21, 0.94, 0.67], [-4.47, -0.01, -2.37], [-3.20, 1.27, -2.77], [-3.88, 0.00, -0.05], [5.81, 0.70, 0.38], [2.95, 3.99, 2.37], [4.53, 0.89, -1.82], [4.86, -0.64, 2.19], [3.13, 2.75, 0.33], [0.78, 4.10, 3.63], [2.46, -0.43, -2.14], [2.86, -1.93, 1.93], [1.31, 1.49, -0.54], [-1.15, 2.78, 2.82], [-1.74, -1.25, 3.21], [0.75, -2.09, -1.26], [1.13, -3.02, 0.18], [-1.86, 2.22, -1.03], [-2.81, 2.42, 0.45]], "mulliken_charge": [-0.681, -0.643, -0.611, 0.445, -0.356, -0.575, -0.908, -0.129, -0.446, -0.543, -0.529, -0.612, -0.787, -0.821, -0.400, -0.240, 0.085, -0.311, 0.715, -0.988, 0.027, 0.298, -1.420, -0.792, 3.037, 0.282, 0.263, 0.372, 0.364, 0.463, 0.390, 0.404, 0.409, 0.331, 0.366, 0.401, 0.606, 0.436, 0.312, 0.433, 0.535, 0.375, 0.443], "homo_ev": -9.3, "smiles": "C=CC[C@@]1(c2ccccc2)C(=O)NC(=O)N(Cc2ccccc2)C1=O", "gap_ev": 9.73, "total_charge": 0}


R:
{"formula": "C20H18N2O3", "method": "ωB97M-V/def2-TZVPD", "symbols": ["C", "H", "H", "H", "O", "C", "O", "C", "N", "C", "O", "C", "N", "C", "C", "C", "C", "C", "C", "C", "C", "H", "H", "H", "H", "H", "H", "H", "H", "C", "C", "C", "C", "C", "C", "C", "H", "H", "H", "H", "H", "H", "H"], "coordinates": [[-4.98, -3.28, 0.27], [-4.96, -3.57, -0.79], [-4.50, -4.06, 0.86], [-6.00, -3.11, 0.60], [-4.30, -2.04, 0.45], [-3.00, -2.04, 0.15], [-2.39, -3.00, -0.25], [-2.40, -0.66, 0.33], [-0.98, -0.75, 0.50], [-0.28, 0.09, 1.28], [-0.78, 0.87, 2.07], [1.20, -0.02, 1.09], [1.63, -0.83, 0.15], [2.95, -0.93, -0.08], [3.40, -1.81, -1.09], [4.74, -1.93, -1.35], [5.68, -1.19, -0.61], [5.27, -0.33, 0.37], [3.90, -0.18, 0.67], [3.41, 0.69, 1.66], [2.06, 0.77, 1.88], [1.62, 1.42, 2.62], [4.11, 1.28, 2.25], [5.99, 0.24, 0.94], [6.73, -1.30, -0.83], [5.08, -2.60, -2.12], [2.66, -2.37, -1.64], [-0.45, -1.35, -0.12], [-2.81, -0.17, 1.22], [-2.74, 0.19, -0.93], [-2.04, 1.52, -0.82], [-0.75, 1.66, -1.31], [-0.07, 2.85, -1.13], [-0.67, 3.91, -0.47], [-1.96, 3.77, 0.01], [-2.64, 2.58, -0.16], [-3.64, 2.47, 0.22], [-2.43, 4.59, 0.53], [-0.13, 4.84, -0.33], [0.94, 2.95, -1.51], [-0.27, 0.84, -1.82], [-2.40, -0.35, -1.81], [-3.82, 0.32, -0.97]], "mulliken_charge": [-0.704, 0.311, 0.313, 0.234, -0.300, 0.245, -0.592, 0.207, -0.088, -0.157, -0.706, 1.001, -0.240, -0.093, -0.545, -0.410, -0.524, -0.702, 0.990, -0.652, -0.669, 0.501, 0.426, 0.377, 0.390, 0.384, 0.463, 0.380, 0.439, -1.315, 0.507, -0.260, -0.590, -0.471, -0.639, -0.334, 0.396, 0.385, 0.397, 0.415, 0.341, 0.407, 0.478], "homo_ev": -8.9, "smiles": "COC(=O)[C@H](Cc1ccccc1)NC(=O)c1ccc2ccccc2n1", "gap_ev": 8.83, "total_charge": 0}


R takes first place; second place is 23.8 kcal/mol up.